Below is a 6-piece molecular cluster, C10H32O6 overall in a non-equilibrium geometry, with properties calculated with ωB97M-V/def2-TZVPD.

Properties
Frontier orbital gap, eV: 9.91
Electronic energy, hartree: -851.57119
Energy above the lowest of the compared OMol25 structures with the same formula, charge and spin, kcal/mol: 21.3
Maximum force, eV/A: 1.07
Highest occupied orbital energy, eV: -9.479
SMILES string: CC(C)O.CC(C)O.CO.CO.CO.CO

XYZ file:
```
48
Properties=species:S:1:pos:R:3:forces:R:3:nbo_charge:R:1
O -33.877171 -1.557663 22.410193 -0.07 -0.10 -0.01 -0.755
O -35.344767 0.333100 19.022857 -0.12 -0.20 -0.01 -0.756
O -28.548409 3.526485 20.963472 0.01 0.48 -0.11 -0.713
O -33.364055 2.244008 18.242551 -0.15 -0.04 0.05 -0.747
O -28.958130 -1.508224 21.609509 0.17 -0.26 -0.07 -0.745
O -31.544859 -0.410805 21.419590 0.26 0.14 -0.30 -0.773
C -36.362523 0.398457 18.035198 0.16 -0.13 -0.11 -0.247
C -33.160921 -3.356850 23.777308 0.34 0.29 0.16 -0.630
C -29.992581 -3.659880 21.086947 0.02 0.16 -0.10 -0.639
C -32.031498 -0.007291 20.145430 -0.33 -0.23 0.34 -0.254
C -32.603962 1.960784 17.084210 0.15 0.09 -0.39 -0.251
C -29.305955 2.422257 20.542233 0.04 -1.06 0.14 -0.254
C -28.948346 -2.215002 19.300156 -0.02 -0.08 -0.20 -0.627
C -34.235400 -3.813241 21.548233 -0.22 -0.03 -0.23 -0.633
C -34.199235 -2.915494 22.767937 -0.04 0.01 0.13 0.098
C -28.884954 -2.646646 20.758192 -0.18 0.18 0.06 0.096
H -28.122290 -1.544521 19.062528 -0.05 0.07 0.03 0.213
H -27.904755 -3.078090 20.961682 0.02 -0.11 -0.05 0.169
H -32.285034 -0.874618 19.524213 0.02 0.06 -0.04 0.165
H -33.260320 -3.858270 21.059565 0.03 0.03 0.08 0.213
H -34.576635 0.823566 18.708726 0.00 0.21 0.08 0.494
H -35.180895 -2.927955 23.258545 0.02 0.14 -0.11 0.162
H -31.536009 1.872536 17.300317 -0.03 -0.05 0.02 0.171
H -32.995705 2.999972 18.706701 -0.01 0.01 0.01 0.484
H -31.270042 0.579064 19.638758 0.10 0.02 0.06 0.174
H -32.746860 2.717955 16.305059 0.02 0.00 0.11 0.171
H -30.024270 2.622015 19.737866 0.05 0.30 0.05 0.139
H -29.894004 -1.700663 19.102709 0.04 0.04 0.03 0.196
H -32.896340 -2.520958 24.428773 -0.11 -0.02 -0.02 0.228
H -34.554418 -1.208889 21.819314 -0.05 -0.05 -0.07 0.487
H -36.393874 -0.518889 17.434766 0.02 0.03 0.08 0.158
H -34.964034 -3.457043 20.813769 0.03 0.02 0.05 0.210
H -28.900969 -3.069213 18.617886 0.06 0.00 0.10 0.201
H -30.860988 -3.115523 21.464659 0.01 -0.03 -0.01 0.206
H -34.532837 -4.825954 21.828214 0.07 0.01 0.04 0.216
H -32.930331 0.598769 20.273778 0.06 0.07 -0.15 0.178
H -37.323608 0.512969 18.533028 -0.05 0.05 -0.01 0.174
H -28.076310 3.885609 20.207763 0.05 -0.01 0.03 0.461
H -30.315055 -4.199398 20.194113 0.09 -0.11 0.04 0.201
H -28.666516 1.585784 20.222119 -0.06 0.14 -0.05 0.169
H -36.212465 1.235040 17.346673 -0.05 0.05 0.12 0.167
H -29.853984 -1.141183 21.524880 -0.07 0.12 0.10 0.490
H -29.681926 -4.380688 21.841415 -0.02 0.02 0.07 0.213
H -29.849958 2.049249 21.410279 -0.10 0.12 -0.05 0.198
H -33.532953 -4.153842 24.417665 0.00 -0.17 -0.13 0.216
H -32.240363 -3.675474 23.282415 -0.07 -0.08 0.04 0.211
H -32.963536 1.012864 16.687252 0.05 -0.04 0.05 0.185
H -32.279931 -0.853495 21.871963 -0.07 -0.10 0.14 0.508
```
Positions in Å, forces in eV/Å.

Below is C10H33N8O8V as an isolated structure in a non-equilibrium geometry, with properties calculated with ωB97M-V/def2-TZVPD.

Properties
Frontier orbital gap (spin up / spin down), eV: 3.57 / 6.44
Electronic energy, hartree: -2384.74584
Maximum force, eV/A: 10.51
Spin multiplicity: 3
Highest occupied orbital energy (spin up / spin down), eV: -3.472 / -6.361

XYZ file:
```
60
Properties=species:S:1:pos:R:3:forces:R:3:nbo_charge:R:1
V -14.727680 -1.736790 -7.933150 0.51 -0.80 2.00 1.261
O -16.060040 2.157010 -8.716500 -0.65 0.32 -0.80 -0.692
O -13.893070 -3.645510 -8.463910 0.37 0.05 -0.58 -0.674
O -13.812300 -2.021720 -5.892090 -0.20 -0.09 0.59 -0.962
O -15.777820 1.499120 -3.447030 1.18 -0.24 0.89 -0.725
O -16.620480 -2.706800 -7.213930 0.02 -1.95 -0.37 -0.660
O -15.784440 -2.139940 -9.801920 0.40 0.56 -1.68 -0.621
O -12.864640 -0.654870 -8.802750 -0.52 0.90 -1.19 -0.650
O -15.318990 -0.293620 -7.741810 -0.84 2.16 0.05 -0.757
N -12.874150 -5.524770 -8.951530 5.01 -5.80 -7.19 -0.772
N -17.792030 -4.623610 -7.017430 -1.71 -1.55 -0.79 -0.823
N -10.871010 -1.126150 -8.092270 3.80 -0.50 0.89 -0.812
N -13.485000 -5.316790 -7.003420 -0.51 -0.31 4.21 -0.835
N -15.493610 -3.331370 -11.742590 4.99 -0.20 -1.47 -0.860
N -17.402850 -2.786270 -11.137160 -7.03 -0.18 -2.00 -0.786
N -15.941880 -4.263070 -5.790330 1.00 -1.01 1.41 -0.857
N -11.049660 0.134490 -9.900320 0.86 1.60 -2.13 -0.836
C -12.830000 -1.767920 -4.913270 -0.35 -2.30 -1.78 -0.024
C -13.115350 -1.058380 -3.660950 -0.99 2.66 1.06 -0.624
C -16.536750 1.667110 -5.651030 0.06 -0.74 -0.45 -0.646
C -13.390140 -4.728040 -8.183770 -4.64 4.81 4.27 0.774
C -16.190280 -2.596720 -10.869430 3.47 -1.03 4.21 0.776
C -16.629330 0.858860 -4.379740 -0.28 0.76 0.44 -0.059
C -18.109640 1.725430 -9.877170 -0.37 1.22 -0.56 -0.623
C -16.752400 -3.859700 -6.728090 -0.70 3.90 -1.20 0.776
C -17.080240 2.808860 -9.500220 0.55 -0.64 0.81 -0.061
C -11.655100 -0.507130 -8.915830 -4.37 -1.43 0.70 0.765
H -13.998260 -4.873610 -6.254920 0.21 0.27 -0.29 0.430
H -16.398780 -0.205650 -4.421820 0.32 -0.07 -0.78 0.168
H -12.506350 -2.722370 -4.498080 0.61 -0.94 -0.38 0.098
H -14.495090 -3.273390 -11.602300 -0.03 -0.03 -0.19 0.398
H -17.490230 3.626260 -8.907030 -0.65 -0.11 0.21 0.150
H -15.598000 1.509930 -6.182200 0.10 -0.44 0.28 0.258
H -15.771270 -4.054520 -12.390710 -0.45 0.43 0.45 0.392
H -15.437280 -3.437630 -5.500290 1.24 0.28 1.01 0.471
H -17.443250 -3.228670 -12.044220 -1.62 0.08 0.41 0.372
H -10.049710 0.276070 -9.887970 -0.40 0.21 -0.24 0.379
H -15.930890 0.930890 -2.688560 0.65 0.41 0.61 0.447
H -16.210430 -5.051200 -5.218630 0.38 0.40 0.21 0.383
H -12.370870 -1.212660 -2.879900 0.23 -0.36 -0.12 0.190
H -17.266650 1.321750 -6.383200 -0.18 0.39 0.02 0.226
H -12.350800 -6.230260 -8.453040 0.24 -0.20 -1.20 0.387
H -14.091880 -1.231190 -3.208610 -0.16 -0.47 -0.18 0.192
H -11.953760 -1.310780 -5.372970 0.48 0.29 -0.07 0.103
H -18.934830 2.158960 -10.442160 -0.11 0.58 -0.06 0.191
H -9.947440 -0.860230 -8.402750 0.71 -1.15 1.68 0.360
H -18.618260 1.307620 -9.008350 0.64 -0.39 0.06 0.220
H -11.623380 0.629020 -10.568440 0.24 -0.07 0.26 0.418
H -15.386630 2.792410 -8.462760 0.03 0.06 0.02 0.460
H -18.135240 -2.864100 -10.446040 0.23 0.43 -0.27 0.414
H -17.735310 1.005220 -10.604680 0.45 -0.36 0.66 0.213
H -12.720530 -5.351110 -9.934560 0.11 0.05 0.36 0.404
H -18.126760 -5.247100 -6.296790 -0.17 0.03 -0.44 0.384
H -13.102540 0.017390 -3.836050 -0.19 0.30 0.06 0.205
H -16.639410 3.337300 -10.345520 0.01 -0.38 -0.57 0.146
H -17.547050 0.924050 -3.795230 -1.21 -0.09 -1.09 0.132
H -16.554090 2.736080 -5.438650 -0.62 0.00 0.13 0.193
H -11.130770 -1.645430 -7.265840 -0.11 0.34 -0.23 0.444
H -13.358840 -6.313810 -6.902760 -0.10 0.38 -0.06 0.369
H -18.439560 -4.266470 -7.705380 0.05 -0.07 0.39 0.406
```
Positions in Å, forces in eV/Å.

Below is C10H34BKO10 as an isolated structure in a non-equilibrium geometry, with properties calculated with ωB97M-V/def2-TZVPD.

Properties
Frontier orbital gap, eV: 8.09
Electronic energy, hartree: -1778.40563
Energy above the lowest of the compared OMol25 structures with the same formula, charge and spin, kcal/mol: 0.0
Maximum force, eV/A: 2.55
Highest occupied orbital energy, eV: -9.521

XYZ file:
```
56
Properties=species:S:1:pos:R:3:forces:R:3:nbo_charge:R:1
K 2.776276 -2.929942 2.547524 -0.12 0.18 -0.20 0.993
O -3.350203 -3.478629 2.073352 -0.31 0.11 -0.12 -0.723
O -1.033659 -2.837911 0.146118 0.32 -0.22 -0.23 -0.763
O 4.694611 3.562034 1.328582 0.14 0.55 -0.86 -0.716
O -3.827437 0.791022 -1.401942 0.22 0.10 -0.20 -0.728
O 0.304507 1.629919 3.647283 -0.11 -0.42 -0.45 -0.748
O -2.624273 1.442787 2.726337 0.24 -0.62 0.99 -0.734
O -1.245895 2.121524 -0.884987 -0.02 -1.46 -0.08 -0.707
O 1.054718 -3.607101 -4.683258 0.23 -0.20 0.22 -0.718
O 0.704519 -0.883958 -4.307857 0.06 -0.64 0.56 -0.730
O 2.228574 1.524825 -0.387889 0.09 0.28 -0.17 -0.739
C -2.541830 -2.314942 2.013332 0.88 -0.26 -0.42 -0.087
C 1.483014 -1.627579 -3.330187 1.00 1.62 -0.79 -0.092
C 2.880154 2.186962 0.691729 -1.61 -0.65 0.04 -0.102
C -0.348932 2.367572 2.576390 1.17 -0.58 0.91 -0.100
C -2.097598 -2.008699 0.570699 0.10 -0.63 1.38 -0.091
C -2.598387 0.401396 -2.040385 -0.53 -1.04 0.70 -0.105
C 4.169639 2.803116 0.233110 1.00 -1.45 0.88 -0.084
C 1.230354 -3.109853 -3.363956 -1.50 -0.02 0.04 -0.100
C -1.790889 2.570810 2.904421 -0.83 1.84 -1.19 -0.094
C -1.673903 1.563608 -2.134714 0.08 2.33 -0.95 -0.108
B 1.168654 -1.040457 1.198841 -0.23 0.68 -0.40 -0.890
H -1.854748 3.080061 3.869256 -0.28 -1.03 0.53 0.182
H 2.517955 -1.370520 -3.572721 0.20 -0.32 0.30 0.154
H 1.261637 -1.183666 -2.358763 0.00 -0.32 0.19 0.185
H 2.082821 0.608460 -0.124081 -0.13 0.10 0.01 0.496
H -2.817168 -0.110396 -2.981049 0.20 0.58 -0.40 0.179
H 1.482281 -1.670106 0.301023 0.70 -1.44 -1.55 -0.020
H 4.137518 3.298760 -0.736077 -0.56 0.96 0.53 0.198
H 0.312796 -3.194142 -2.768023 -0.09 -0.64 -0.16 0.174
H -4.492065 0.144046 -1.651774 -0.06 0.03 0.10 0.467
H 0.262837 3.270740 2.613532 -0.69 0.47 -0.50 0.186
H -0.843887 1.439480 -2.840144 0.27 -0.84 0.44 0.188
H -0.826620 1.366077 -0.442611 0.23 0.45 0.22 0.463
H -0.217655 1.883955 1.605834 0.08 -0.05 0.11 0.182
H -0.181710 -2.449110 0.411972 -0.50 0.04 -0.07 0.503
H -2.996788 -1.412505 2.432951 -0.33 -0.18 0.10 0.173
H 0.367939 0.701496 3.400133 -0.16 0.01 -0.11 0.473
H 0.128623 -3.511938 -4.916565 0.04 0.17 -0.08 0.476
H 2.224622 2.908934 1.199186 -0.02 0.53 -0.79 0.170
H 1.981844 -3.730122 -2.879373 0.28 0.34 0.06 0.178
H -2.921629 -2.229115 -0.108593 -0.09 0.54 -0.03 0.186
H 2.083061 -0.523532 1.618772 2.15 1.04 0.90 -0.034
H 0.452837 -0.217868 0.818650 -1.10 0.85 -0.27 0.008
H -1.776394 -0.967237 0.648489 -0.21 0.12 -0.66 0.176
H -2.937929 1.394374 1.819707 0.14 0.28 -0.14 0.483
H 0.738937 -1.664475 2.038260 -1.25 -1.31 1.68 -0.051
H -1.620649 -2.532244 2.569180 0.04 0.37 0.05 0.152
H 4.567996 3.031110 2.117982 0.01 -0.04 0.06 0.461
H 2.909519 1.450901 1.507654 1.14 -0.01 -0.03 0.170
H 4.880365 1.999064 -0.022741 -0.07 -0.16 0.30 0.145
H 1.368840 -0.513619 -4.891233 -0.30 0.05 -0.26 0.473
H -2.226725 3.361593 2.276474 0.49 0.05 -0.36 0.171
H -2.161599 -0.405882 -1.438744 0.33 0.22 0.07 0.168
H -2.143830 2.436245 -2.609735 -0.61 -0.37 0.09 0.185
H -3.305045 -3.815320 2.970629 -0.13 -0.05 0.00 0.464
```
Positions in Å, forces in eV/Å.

Below is a 7-piece molecular cluster, C10H34O7 overall in a non-equilibrium geometry, with properties calculated with ωB97M-V/def2-TZVPD.

Properties
Frontier orbital gap, eV: 9.91
Electronic energy, hartree: -928.00830
Energy above the lowest of the compared OMol25 structures with the same formula, charge and spin, kcal/mol: 40.1
Maximum force, eV/A: 1.80
Highest occupied orbital energy, eV: -9.521
SMILES string: CC(C)O.CC(C)O.CO.CO.CO.CO.O

XYZ file:
```
51
Properties=species:S:1:pos:R:3:forces:R:3:nbo_charge:R:1
O -0.880552 0.210764 -2.721835 0.15 0.17 0.32 -0.754
O -0.352004 4.445176 1.111395 -0.12 0.28 -0.89 -0.727
O -2.322842 -1.120336 2.584858 0.33 -0.08 0.10 -0.733
O 2.188438 -1.109952 0.135530 -0.17 -0.58 0.07 -0.760
O -0.568563 -0.473452 0.071974 0.20 0.01 -0.18 -1.011
O -2.460469 -2.484086 -0.540204 -0.01 0.40 0.14 -0.755
O 3.395458 1.468385 -0.787752 -0.18 -0.32 0.02 -0.749
C 2.174064 1.716295 -1.490886 0.22 0.57 0.13 -0.263
C -2.542263 -2.485628 2.879312 -0.32 -0.32 -0.16 -0.247
C 2.541015 -2.430313 -0.358206 1.01 1.12 -0.16 0.091
C -0.837633 2.346391 2.181588 0.37 -0.74 0.31 -0.655
C 2.028418 -2.563157 -1.771564 -1.18 -0.90 -0.46 -0.642
C -2.087982 4.449522 2.767429 0.06 0.40 0.07 -0.626
C 4.076629 -2.514707 -0.323656 -0.21 -0.24 0.11 -0.630
C -2.045249 -3.282526 -1.623117 0.26 -0.21 0.57 -0.240
C -1.399474 3.659598 1.651560 0.07 -0.42 1.75 0.093
C -1.300432 1.545732 -2.445706 0.24 0.38 -0.16 -0.261
H -1.756933 -1.866941 -0.253737 -0.19 -0.31 -0.33 0.492
H 2.092981 -3.144003 0.329719 -0.13 -0.01 -0.07 0.188
H -1.372011 4.709980 3.552374 0.14 -0.18 -0.06 0.200
H -0.763883 2.268848 -3.068254 -0.20 -0.07 -0.20 0.169
H 0.382292 -0.678754 0.189722 -0.06 0.00 -0.09 0.511
H -1.656617 -1.099543 1.888057 -0.15 0.36 -0.11 0.482
H 2.485584 -1.875390 -2.482516 0.25 0.04 0.16 0.206
H 0.944323 -2.408659 -1.831203 0.10 0.37 0.28 0.221
H -1.210607 -3.928374 -1.322525 0.01 -0.08 -0.14 0.151
H 1.364289 1.498076 -0.797151 -0.04 -0.15 -0.11 0.191
H -0.650754 -0.207108 -0.862871 0.02 -0.30 0.26 0.498
H 4.478961 -1.675433 -0.896304 0.04 -0.08 -0.12 0.201
H -2.378408 1.657813 -2.557442 0.00 0.07 0.00 0.182
H 2.098692 2.773811 -1.757256 -0.07 -0.05 -0.04 0.177
H 4.454236 -3.446938 -0.750676 -0.11 0.07 -0.08 0.213
H -1.433913 1.816836 2.929955 -0.59 0.17 -0.41 0.234
H -2.463342 5.407347 2.401099 -0.10 -0.11 -0.14 0.211
H 4.095974 2.026451 -1.130103 0.00 -0.01 -0.11 0.478
H -3.253065 -2.925804 2.175528 -0.01 -0.02 -0.05 0.172
H -1.626582 -3.078936 2.829733 0.10 0.04 0.08 0.155
H 0.468840 4.235160 1.560559 -0.02 -0.12 0.16 0.468
H 2.100411 -3.585541 -2.162642 0.54 0.09 0.10 0.215
H -1.017169 1.803817 -1.425384 -0.14 -0.28 0.10 0.192
H -1.726909 -2.720466 -2.506032 -0.15 0.15 -0.03 0.149
H -2.892502 -3.921775 -1.861754 0.04 -0.01 -0.24 0.180
H -2.901698 3.912772 3.255841 -0.05 -0.13 -0.22 0.210
H 2.091437 1.114098 -2.398023 -0.05 -0.09 0.08 0.171
H 2.764415 -0.482138 -0.321823 0.06 0.22 0.17 0.491
H -1.172042 -0.040685 -3.600362 -0.07 -0.03 -0.02 0.484
H -0.647328 1.653579 1.361925 0.03 -0.07 0.06 0.229
H 0.099914 2.441809 2.746136 0.14 0.55 -0.31 0.194
H -2.960687 -2.582791 3.879221 0.05 0.16 0.09 0.169
H -2.123002 3.403566 0.879729 0.06 0.33 -0.32 0.167
H 4.478565 -2.432388 0.685723 -0.19 0.02 0.09 0.220
```
Positions in Å, forces in eV/Å.